Record 1
13
Properties=species:S:1:pos:R:3 method="wB97M-V/def2-TZVPD" de_lowest_ev=0.2339 e_tot_ha=-228.5402 e_lumo_ev="4.14 / 4.57" total_charge=-1 multiplicity=2
C 1.00 -2.00 -0.22
C 0.77 -0.65 -0.79
N 0.31 0.33 0.20
C -0.81 1.07 0.00
N -1.41 1.71 0.95
H 1.13 -2.83 -0.92
H 1.82 -2.04 0.52
H 0.19 -2.32 0.46
H -0.10 -0.72 -1.48
H 1.62 -0.33 -1.41
H 0.51 0.07 1.15
H -1.18 0.98 -1.02
H -1.98 2.37 0.42


Record 2
48
Properties=species:S:1:pos:R:3 method="wB97M-V/def2-TZVPD" de_lowest_ev=0.0000 e_tot_ha=-2371.2284 e_lumo_ev="-9.02 / -7.36" total_charge=+2 multiplicity=8
C 0.57 5.38 -1.67
I 0.67 3.28 -0.96
H -0.46 5.71 -1.61
H 0.94 5.38 -2.70
H 1.23 5.95 -1.01
Gd -0.45 0.51 -0.02
P -0.76 0.12 -2.80
C 0.50 -0.07 -4.10
C -1.75 -1.41 -3.03
H -2.21 -1.42 -4.03
H -2.10 1.07 -4.56
H -2.54 -1.47 -2.28
H -2.73 1.56 -2.96
H 1.16 -0.91 -3.85
H -1.10 -2.28 -2.92
C -1.82 1.41 -3.56
H 0.03 -0.27 -5.07
H -1.27 2.36 -3.62
H 1.10 0.84 -4.18
P 0.68 1.24 2.47
C 2.44 1.43 2.95
C 0.02 2.84 3.09
H -0.97 -0.15 3.62
H 0.27 0.44 4.76
H 0.65 -0.90 3.64
C 0.11 0.05 3.75
H -1.07 2.86 2.99
H 0.30 2.93 4.15
H 2.51 1.66 4.03
H 2.89 2.25 2.38
H 0.45 3.67 2.52
H 2.98 0.50 2.74
C 1.91 0.44 -0.65
O 3.01 0.46 -0.97
C -1.45 -3.14 1.93
C -0.39 -2.86 0.86
C 1.02 -3.12 1.38
C -0.67 -3.74 -0.35
O -0.49 -1.48 0.49
H -1.44 -4.20 2.21
H -2.45 -2.89 1.55
H -1.28 -2.56 2.85
H 1.13 -4.17 1.70
H 1.75 -2.92 0.58
H 1.27 -2.48 2.22
H -1.66 -3.52 -0.77
H 0.08 -3.57 -1.14
H -0.64 -4.79 -0.07